{"formula": "C30H42B5CaF20O27", "method": "ωB97M-V/def2-TZVPD", "elements": ["Ca", "B", "F", "F", "F", "F", "B", "F", "F", "F", "F", "B", "F", "F", "F", "F", "B", "F", "F", "F", "F", "B", "F", "F", "F", "F", "C", "C", "O", "C", "O", "O", "H", "H", "H", "H", "C", "C", "O", "C", "O", "O", "H", "H", "H", "H", "C", "C", "O", "C", "O", "O", "H", "H", "H", "H", "C", "C", "O", "C", "O", "O", "H", "H", "H", "H", "C", "C", "O", "C", "O", "O", "H", "H", "H", "H", "C", "C", "O", "C", "O", "O", "H", "H", "H", "H", "C", "C", "C", "O", "C", "O", "O", "H", "H", "H", "H", "H", "H", "C", "C", "C", "O", "C", "O", "O", "H", "H", "H", "H", "H", "H", "C", "C", "C", "O", "C", "O", "O", "H", "H", "H", "H", "H", "H"], "xyz": [[-1.057, 0.777, 0.267], [-1.215, 3.612, -0.096], [-2.010, 4.377, 0.735], [-0.791, 4.462, -1.071], [-0.221, 3.056, 0.669], [-1.980, 2.638, -0.684], [-2.822, 1.372, 2.545], [-1.480, 1.307, 2.652], [-3.328, 2.568, 2.980], [-3.142, 1.247, 1.167], [-3.489, 0.228, 3.139], [-5.977, -1.130, 1.417], [-6.440, -1.375, 2.640], [-5.325, 0.095, 1.466], [-5.144, -2.127, 1.005], [-6.964, -1.109, 0.487], [-2.748, -0.413, -1.792], [-2.397, -1.465, -2.524], [-3.308, -0.743, -0.565], [-1.664, 0.470, -1.808], [-3.896, 0.021, -2.436], [-6.690, 1.340, -1.448], [-7.606, 1.732, -0.588], [-6.440, 2.272, -2.379], [-5.492, 0.938, -0.836], [-7.251, 0.139, -1.970], [-2.666, -3.725, 3.600], [-2.017, -4.461, 2.313], [-1.795, -3.397, 1.484], [-1.800, -2.210, 2.140], [-1.424, -1.096, 1.686], [-2.461, -2.355, 3.343], [-2.086, -3.942, 4.497], [-3.704, -4.018, 3.757], [-2.781, -5.182, 2.022], [-1.107, -5.032, 2.499], [3.962, 0.352, 2.921], [3.550, 1.658, 3.376], [2.282, 1.674, 2.903], [2.078, 0.770, 2.045], [0.969, 0.603, 1.494], [3.133, 0.053, 1.933], [3.764, -0.327, 3.751], [4.996, 0.377, 2.578], [4.033, 2.489, 2.864], [3.615, 1.651, 4.464], [-0.335, -1.974, -4.620], [-0.788, -0.623, -5.131], [0.361, -0.238, -5.845], [1.409, -0.948, -5.456], [2.540, -0.800, -5.907], [1.084, -1.908, -4.667], [-0.713, -2.794, -5.230], [-0.675, -2.112, -3.593], [-0.958, 0.169, -4.403], [-1.766, -0.698, -5.605], [-0.609, 3.191, 5.102], [-0.293, 4.123, 4.023], [-0.733, 5.390, 4.530], [-1.007, 5.327, 5.836], [-1.283, 6.250, 6.563], [-0.999, 4.068, 6.196], [0.129, 2.419, 5.318], [-1.517, 2.594, 5.017], [-0.923, 4.019, 3.139], [0.738, 4.199, 3.677], [1.797, -4.265, -0.232], [0.411, -4.646, -0.758], [-0.282, -3.436, -1.053], [0.485, -2.410, -0.589], [0.101, -1.262, -0.458], [1.651, -2.867, 0.023], [2.653, -4.497, -0.867], [1.932, -4.861, 0.670], [-0.178, -5.294, -0.109], [0.508, -5.121, -1.735], [-3.060, 3.012, -4.351], [-3.520, 1.718, -4.968], [-3.205, 1.816, -6.370], [-2.116, 2.605, -6.395], [-1.351, 2.737, -7.366], [-1.908, 3.169, -5.225], [-2.839, 2.747, -3.317], [-3.806, 3.786, -4.533], [-4.567, 1.660, -4.671], [-3.053, 0.843, -4.516], [3.947, 3.172, -4.122], [2.440, 3.380, -3.776], [1.549, 2.589, -4.650], [0.701, 1.907, -3.736], [1.134, 2.094, -2.480], [0.684, 1.554, -1.502], [2.160, 2.907, -2.482], [4.176, 2.117, -4.276], [4.570, 3.572, -3.322], [4.120, 3.811, -4.988], [2.097, 4.414, -3.811], [2.048, 1.822, -5.242], [0.971, 3.250, -5.295], [4.297, -0.069, -1.643], [5.525, -0.917, -1.628], [5.988, -1.430, -0.329], [6.315, -2.776, -0.557], [5.965, -3.120, -1.800], [6.231, -4.215, -2.274], [5.292, -2.074, -2.335], [3.856, 0.157, -2.614], [4.366, 0.821, -1.018], [3.463, -0.548, -1.130], [6.374, -0.423, -2.101], [5.300, -1.438, 0.516], [6.893, -0.908, -0.019], [0.449, -0.993, 5.198], [1.489, -2.131, 4.964], [1.418, -3.227, 5.928], [1.442, -4.398, 5.150], [1.473, -4.088, 3.868], [1.320, -4.967, 3.004], [1.351, -2.774, 3.740], [0.436, -0.710, 6.250], [-0.517, -1.439, 4.961], [0.584, -0.074, 4.628], [2.477, -1.700, 5.127], [0.421, -3.131, 6.358], [2.216, -3.276, 6.669]], "atomic_forces_ev_per_a": [[-0.9, -0.1, 0.6], [-2.3, 2.1, 0.3], [-0.4, 0.4, 1.0], [1.7, 0.8, -1.6], [1.7, -1.0, 0.7], [-0.3, -0.9, -0.6], [-5.0, -1.9, -1.0], [3.0, 0.2, 0.9], [0.3, 0.7, 1.0], [1.2, 0.3, -0.2], [1.7, 1.4, 0.8], [1.0, 2.5, -2.0], [-1.6, -1.3, 3.8], [-0.1, 0.0, 0.2], [2.2, -2.4, 0.0], [-2.2, 0.0, -0.9], [-5.0, 0.2, 0.5], [2.3, -3.6, -1.6], [2.6, -0.2, 1.1], [0.4, 0.5, -0.3], [0.3, 1.9, -2.0], [2.0, -4.2, 1.0], [-2.5, 2.2, 2.7], [0.4, 2.2, -2.6], [-0.3, 1.1, -0.2], [-0.3, -0.5, -1.8], [1.5, -1.1, -0.5], [-1.7, -0.4, 3.0], [1.1, 1.5, -1.4], [-1.2, 4.3, -1.1], [-1.1, -5.8, 2.3], [1.2, 0.3, -1.4], [-0.1, -0.3, 0.2], [-0.1, 0.6, -0.3], [0.0, 0.4, -1.0], [0.2, 0.3, 0.2], [3.7, -1.3, 2.1], [1.5, 2.0, 0.9], [-3.1, 3.8, 2.7], [-7.7, -1.3, -3.7], [4.6, 0.2, 1.6], [0.3, -3.3, -4.2], [0.6, -0.6, 0.0], [0.1, -0.6, 0.2], [0.6, 0.2, 0.6], [-0.2, 0.9, 0.0], [-1.5, -0.1, 1.6], [-0.8, 0.0, 1.5], [0.2, 1.1, -1.7], [2.4, 0.8, -2.6], [-1.2, 0.4, 0.8], [-0.3, -1.5, 1.4], [0.3, 0.0, -0.2], [0.1, -0.1, -0.1], [0.2, -0.5, 0.7], [0.5, 0.0, -1.1], [-1.9, -1.5, 1.4], [-0.9, 1.3, -2.3], [0.6, 1.5, 0.2], [-0.3, 0.6, -0.6], [0.3, -0.3, -0.5], [1.1, -1.6, 1.7], [0.6, 0.6, 0.6], [-0.1, 0.1, -1.0], [0.2, -0.7, -0.2], [0.1, 0.0, 0.4], [-0.8, -0.5, 0.7], [0.1, -0.6, -1.9], [1.6, 1.1, 0.6], [-1.7, 1.7, 2.1], [1.6, -2.8, -1.4], [-0.4, 0.1, -0.9], [-0.2, 0.4, -0.5], [0.3, 0.7, 0.4], [0.0, 0.4, 0.2], [0.0, -0.5, 0.1], [0.0, -2.1, -1.1], [-1.8, -0.5, 1.7], [0.2, 0.4, 0.1], [1.6, -0.3, -2.4], [-1.9, -0.2, 2.1], [1.1, 1.8, 0.8], [0.4, 0.9, 0.1], [0.4, 0.3, 0.3], [-0.4, -0.6, -1.0], [0.1, 0.1, -0.1], [-1.2, 1.1, 0.6], [1.7, 0.5, -0.1], [-0.9, -0.7, -1.1], [-0.7, -0.3, 0.1], [-1.6, -1.5, 0.8], [0.9, 0.5, -0.9], [1.4, 0.7, 1.2], [-0.1, 0.1, -0.2], [0.0, -0.1, 0.1], [0.3, -0.4, -0.3], [0.6, 0.3, 0.1], [0.1, 0.1, -0.1], [-0.3, -0.4, -0.1], [-1.5, 0.3, 0.9], [-0.2, 1.7, -0.6], [0.7, 0.2, 2.5], [0.9, -0.8, 0.2], [0.3, -1.7, -0.6], [-1.0, 2.5, 0.5], [-0.2, -2.9, -2.1], [0.7, 0.2, -0.2], [0.5, 0.4, -0.4], [0.0, -0.7, 0.1], [0.0, 0.3, -0.3], [-0.4, 0.4, -0.2], [0.0, 0.0, 0.2], [0.1, -1.2, -0.3], [0.7, 3.2, 0.8], [-1.5, -0.8, 1.6], [0.9, -1.2, 1.0], [-2.6, -2.9, -2.3], [1.3, 2.8, 1.8], [0.5, 0.4, -2.3], [0.2, -0.2, 0.1], [-0.3, 0.4, -0.1], [0.1, -0.3, -0.3], [0.5, 0.2, -1.0], [0.1, -0.6, 0.8], [-0.2, 0.1, 0.0]], "lowdin_charge": [1.598, -1.442, 0.152, 0.159, 0.112, 0.104, -1.322, 0.119, 0.172, 0.053, 0.084, -1.499, 0.154, 0.122, 0.126, 0.153, -1.418, 0.192, 0.174, 0.020, 0.147, -1.447, 0.181, 0.143, 0.112, 0.043, -0.084, -0.126, 0.077, -0.373, 0.026, 0.056, 0.103, 0.131, 0.125, 0.097, -0.201, -0.146, 0.138, -0.561, 0.057, 0.139, 0.131, 0.146, 0.152, 0.148, -0.081, -0.102, 0.080, -0.635, 0.080, 0.104, 0.136, 0.115, 0.115, 0.142, -0.090, -0.101, 0.078, -0.616, 0.106, 0.074, 0.115, 0.135, 0.132, 0.129, -0.123, -0.109, 0.079, -0.443, 0.072, 0.046, 0.121, 0.098, 0.126, 0.124, -0.037, -0.125, 0.071, -0.588, 0.056, 0.049, 0.148, 0.140, 0.146, 0.104, -0.005, -0.310, -0.093, 0.093, -0.533, 0.116, 0.114, 0.077, 0.073, 0.080, 0.159, 0.124, 0.141, 0.010, -0.370, -0.116, 0.075, -0.518, 0.122, 0.109, 0.091, 0.096, 0.093, 0.157, 0.134, 0.134, 0.039, -0.351, -0.117, 0.091, -0.523, 0.100, 0.136, 0.090, 0.095, 0.077, 0.132, 0.139, 0.142], "max_force_ha_per_bohr": 0.1675, "orbital_gap_ev": 4.08, "mol_weight_da": 1308.74, "homo_ev": -0.52, "e_lumo_ha": 0.131, "charge": -3}